The following is a quantum chemistry calculation of a structure of composition C23H33BrCoIN7, from OMol25.

Properties
* molecular weight: 673.3 g mol⁻¹
* total charge: +2
* Kohn-Sham gap (spin up / spin down): 7.95 / 7.00 eV
* ΔE to the lowest compared entry with this formula, charge and spin: 0.0 kJ/mol
* 2S+1: 4
* highest occupied orbital energy (spin up / spin down): -0.4816 / -0.4861 Ha

```
66
Properties=species:S:1:pos:R:3:nbo_charge:R:1
Co 0.123 0.601 -0.144 1.29
C 1.538 3.003 3.332 -0.42
N 0.365 2.349 2.761 -0.40
C -0.561 3.233 2.069 -0.41
C 0.207 1.013 2.741 0.69
N -0.483 0.472 1.722 -0.80
C -1.266 -0.697 1.921 0.07
C -1.860 -1.039 3.132 -0.23
C -2.575 -2.220 3.251 -0.20
C -2.693 -3.071 2.162 -0.20
C -2.149 -2.713 0.940 -0.25
C -1.475 -1.505 0.798 0.18
N -0.920 -1.036 -0.423 -0.81
C -1.464 -1.378 -1.602 0.68
N -0.648 -1.472 -2.668 -0.41
C 0.783 -1.686 -2.508 -0.42
C -1.085 -1.188 -4.030 -0.42
N -2.783 -1.575 -1.779 -0.42
C -3.310 -2.598 -2.680 -0.41
C -3.784 -0.922 -0.944 -0.41
N 0.797 0.280 3.703 -0.42
C 0.884 0.728 5.091 -0.42
C 1.209 -1.102 3.481 -0.41
H 1.925 3.717 2.604 0.22
H 2.313 2.271 3.544 0.22
H 1.296 3.544 4.247 0.22
H -0.735 4.115 2.686 0.23
H -1.506 2.727 1.898 0.23
H -0.146 3.570 1.113 0.19
H -1.760 -0.379 3.985 0.22
H -3.030 -2.479 4.197 0.24
H -3.218 -4.012 2.260 0.24
H -2.252 -3.375 0.089 0.22
H 0.995 -2.131 -1.541 0.24
H 1.338 -0.745 -2.605 0.19
H 1.133 -2.357 -3.292 0.23
H -2.064 -0.719 -4.022 0.22
H -1.125 -2.091 -4.640 0.22
H -0.370 -0.502 -4.486 0.21
H -2.502 -3.210 -3.071 0.22
H -3.868 -2.158 -3.507 0.22
H -3.985 -3.241 -2.112 0.22
H -3.341 -0.087 -0.407 0.21
H -4.216 -1.614 -0.220 0.22
H -4.577 -0.548 -1.592 0.22
H 0.324 1.649 5.227 0.22
H 1.918 0.880 5.402 0.22
H 0.442 -0.041 5.728 0.23
H 1.250 -1.320 2.416 0.21
H 0.522 -1.804 3.954 0.23
H 2.202 -1.236 3.911 0.22
Br 4.292 -1.621 -1.810 0.13
C 4.008 0.111 -2.491 -0.13
C 4.416 0.387 -3.791 -0.21
C 4.259 1.659 -4.317 -0.18
C 3.699 2.672 -3.552 -0.14
C 3.280 2.409 -2.257 -0.25
C 3.426 1.128 -1.742 -0.21
I 2.800 0.796 0.236 0.25
H 4.871 -0.399 -4.378 0.25
H 4.594 1.861 -5.325 0.25
H 3.604 3.672 -3.954 0.23
H 2.866 3.199 -1.646 0.23
N -0.655 2.772 -2.390 -0.56
C -0.347 1.994 -1.604 0.21
H -0.926 3.457 -3.074 0.49
```

The following is a quantum chemistry calculation of a structure of composition C4H7NO5 in a non-equilibrium geometry, from OMol25.

Properties
* molecular weight: 149.1 g mol⁻¹
* Kohn-Sham gap: 9.78 eV
* ΔE to the lowest compared entry with this formula, charge and spin: 472.4 kJ/mol
* highest occupied orbital energy: -0.3459 Ha

```
17
Properties=species:S:1:pos:R:3:nbo_charge:R:1
C 0.710 0.687 -0.506 -0.15
C -0.503 -0.395 -0.593 -0.02
C -1.824 -0.007 0.189 0.77
C 1.805 0.075 0.507 0.83
H -0.516 2.309 -0.685 0.38
H -0.108 1.906 1.002 0.35
H 1.114 0.441 -1.642 0.21
H -0.859 -0.585 -1.807 0.18
H -0.619 -2.134 0.039 0.46
H -3.041 -0.785 1.275 0.50
H 3.438 -1.336 0.231 0.51
N 0.454 1.973 -0.187 -0.79
O 0.027 -1.641 -0.131 -0.69
O -2.375 -1.093 0.580 -0.67
O -2.169 1.073 0.348 -0.59
O 2.670 -0.694 -0.225 -0.74
O 1.796 0.207 1.606 -0.55
```

The following is a quantum chemistry calculation of a structure of composition C5H10N2O in a non-equilibrium geometry, from OMol25.

Properties
* molecular weight: 114.1 g mol⁻¹
* Kohn-Sham gap: 8.21 eV
* ΔE to the lowest compared entry with this formula, charge and spin: 592.2 kJ/mol
* highest occupied orbital energy: -0.2891 Ha

```
18
Properties=species:S:1:pos:R:3:nbo_charge:R:1
C -0.368 0.233 0.925 -0.27
C 0.910 -0.013 0.189 0.03
C -1.660 0.563 0.208 -0.60
C 1.223 0.610 -1.162 -0.66
N 0.563 -1.867 -0.179 -0.54
O -0.547 -2.251 -0.968 -0.59
C 0.454 1.489 1.325 0.23
N 0.703 2.531 1.793 -0.28
H -1.386 -2.070 -0.511 0.43
H 0.879 -2.725 0.280 0.35
H -0.483 -0.406 1.800 0.27
H 1.794 -0.276 0.770 0.25
H -2.219 -0.359 0.020 0.21
H -1.510 1.053 -0.755 0.23
H -2.302 1.193 0.828 0.23
H 2.178 1.140 -1.127 0.23
H 0.457 1.312 -1.495 0.22
H 1.314 -0.156 -1.939 0.27
```

The following is a quantum chemistry calculation of the molecule C5H10O4, from OMol25.

Properties
* structure (SMILES): C=C(O)[C@H](O)CC(O)O
* molecular weight: 134.1 g mol⁻¹
* Kohn-Sham gap: 10.01 eV
* ΔE to the lowest compared entry with this formula, charge and spin: 134.2 kJ/mol
* highest occupied orbital energy: -0.3446 Ha

```
19
Properties=species:S:1:pos:R:3:nbo_charge:R:1
C -2.632 -0.917 -0.280 -0.54
C -1.721 0.040 -0.159 0.32
O -2.002 1.365 -0.235 -0.68
C -0.268 -0.264 0.151 0.04
O -0.076 -0.347 1.561 -0.74
C 0.665 0.813 -0.403 -0.46
C 2.135 0.413 -0.250 0.38
O 2.310 -0.839 -0.873 -0.74
O 2.552 0.380 1.075 -0.73
H -2.364 -1.955 -0.219 0.21
H -3.671 -0.696 -0.461 0.20
H -2.946 1.491 -0.395 0.48
H -0.006 -1.228 -0.308 0.20
H -0.707 -0.979 1.922 0.49
H 0.443 0.955 -1.459 0.23
H 0.495 1.746 0.133 0.23
H 2.775 1.162 -0.748 0.14
H 3.196 -1.155 -0.658 0.48
H 1.824 0.016 1.605 0.50
```

The following is a quantum chemistry calculation of a structure of composition C21H13F5LiN5O3S3, from OMol25.

Properties
* molecular weight: 581.5 g mol⁻¹
* total charge: -2
* Kohn-Sham gap: 5.51 eV
* ΔE to the lowest compared entry with this formula, charge and spin: 65.7 kJ/mol
* highest occupied orbital energy: -0.0490 Ha

```
51
Properties=species:S:1:pos:R:3:nbo_charge:R:1
Li -0.054 -0.480 0.833 0.88
O -0.567 -2.107 0.223 -0.69
N -0.325 -3.138 0.998 0.02
C -1.252 -4.116 1.056 0.02
C -1.088 -5.247 1.811 -0.32
C 0.092 -5.375 2.553 -0.22
C 1.030 -4.376 2.497 -0.25
C 0.860 -3.206 1.714 0.02
S 1.985 -1.947 1.622 -0.34
H -2.126 -3.917 0.453 0.22
H -1.865 -5.998 1.828 0.20
H 0.260 -6.248 3.173 0.19
H 1.947 -4.434 3.065 0.22
N -5.104 3.284 6.441 -0.81
C -4.110 2.610 5.693 0.15
C -2.760 2.858 5.930 -0.29
C -1.786 2.192 5.202 -0.16
C -2.153 1.259 4.249 -0.25
C -3.492 0.986 4.023 -0.19
C -4.469 1.659 4.741 -0.27
S -0.918 0.413 3.283 2.31
O -1.260 -0.989 3.368 -0.98
O 0.356 0.832 3.818 -0.97
N -1.119 0.829 1.759 -1.02
C -1.048 2.130 1.349 0.55
N -1.053 3.158 2.223 -0.53
C -0.947 4.376 1.709 0.08
C -0.830 4.627 0.356 -0.39
C -0.864 3.499 -0.460 0.11
N -0.996 2.279 0.011 -0.46
H -4.800 4.190 6.762 0.36
H -5.977 3.363 5.942 0.36
H -2.478 3.591 6.681 0.19
H -0.732 2.394 5.345 0.24
H -3.758 0.246 3.277 0.24
H -5.521 1.451 4.566 0.19
H -0.946 5.192 2.430 0.17
H -0.713 5.626 -0.041 0.20
H -0.770 3.582 -1.540 0.19
F 0.162 -0.154 -6.951 -0.32
C 0.657 0.231 -5.751 0.19
C -0.085 0.085 -4.596 0.29
F -1.319 -0.452 -4.686 -0.32
C 0.421 0.480 -3.374 0.28
F -0.369 0.296 -2.313 -0.30
C 1.692 1.071 -3.213 -0.26
S 2.305 1.609 -1.704 -0.43
C 2.407 1.184 -4.421 0.28
F 3.641 1.721 -4.422 -0.32
C 1.915 0.785 -5.648 0.24
F 2.660 0.938 -6.768 -0.33
```

The following is a quantum chemistry calculation of a structure of composition C45H36F14N5OPSeTl in a non-equilibrium geometry, from OMol25.

Properties
* molecular weight: 1243.1 g mol⁻¹
* total charge: +1
* Kohn-Sham gap (spin up / spin down): 5.51 / 5.51 eV
* ΔE to the lowest compared entry with this formula, charge and spin: 58.0 kJ/mol
* highest occupied orbital energy (spin up / spin down): -0.3875 / -0.3875 Ha

```
104
Properties=species:S:1:pos:R:3:mulliken_charge:R:1
Tl -0.101 -0.553 0.424 1.90
C 4.257 0.781 2.002 -1.98
C 2.887 0.694 1.401 0.55
N 2.306 -0.444 1.239 1.00
N 2.856 -1.579 1.482 -1.12
C 2.199 -2.739 1.303 0.59
O 1.005 -2.800 0.970 -0.45
C 3.080 -3.908 1.422 0.11
C 2.872 -5.004 0.589 0.01
C 3.765 -6.058 0.596 -0.87
C 4.836 -6.049 1.476 -0.40
C 5.029 -4.972 2.329 -0.84
C 4.165 -3.895 2.295 -0.31
C 2.231 1.918 0.955 0.60
C 2.686 3.174 1.367 -1.14
C 2.042 4.306 0.905 -0.71
C 0.987 4.163 0.015 -1.33
C 0.617 2.881 -0.355 -1.05
N 1.203 1.792 0.108 0.34
H 4.673 -0.220 2.098 0.37
H 4.205 1.243 2.987 0.38
H 4.912 1.379 1.370 0.44
H 2.023 -5.007 -0.080 0.32
H 3.630 -6.878 -0.094 0.42
H 5.525 -6.880 1.490 0.41
H 5.862 -4.967 3.014 0.40
H 4.311 -3.047 2.946 0.42
H 3.514 3.264 2.051 0.48
H 2.355 5.283 1.235 0.47
H 0.466 5.022 -0.375 0.60
H -0.190 2.709 -1.051 1.48
N -1.655 -2.607 -0.014 -0.42
C -1.198 -3.535 -1.047 -0.22
C -1.121 -2.833 -2.406 1.22
C 0.252 -2.902 -3.069 -1.29
C 1.378 -2.203 -2.310 -0.31
N 1.039 -0.831 -1.910 -0.20
H -1.587 -3.047 0.899 0.22
H -2.622 -2.334 -0.168 0.13
H -1.866 -4.403 -1.099 0.43
H -0.208 -3.880 -0.753 -0.34
H -1.389 -1.787 -2.252 -1.18
H -1.841 -3.267 -3.099 0.73
H 0.170 -2.466 -4.067 0.13
H 0.544 -3.945 -3.190 0.51
H 2.262 -2.213 -2.961 0.62
H 1.628 -2.753 -1.401 -0.04
H 0.592 -0.337 -2.680 -0.07
H 1.894 -0.336 -1.675 0.30
F -0.772 -2.575 6.074 -0.37
C -1.149 -1.830 5.033 0.51
C -0.185 -0.900 4.302 0.41
F 0.661 -1.346 3.359 0.06
C -0.183 0.424 4.880 -0.08
F -0.131 0.740 6.165 -0.28
C -1.327 0.146 4.042 0.51
Se -1.841 0.886 2.402 -0.23
C -2.297 -0.775 4.883 0.28
F -3.149 -0.256 5.756 -0.37
C -2.337 -2.044 4.216 -0.69
F -2.372 -2.207 2.880 0.01
F -8.470 -1.647 -0.425 -0.28
C -8.200 -0.824 -1.443 0.73
F -8.565 -1.461 -2.567 -0.26
F -9.014 0.235 -1.319 -0.25
C -6.753 -0.409 -1.492 0.33
C -5.900 -0.683 -0.434 -0.84
C -4.571 -0.308 -0.526 -0.46
C -4.101 0.336 -1.663 0.40
C -4.980 0.661 -2.693 -0.36
C -6.305 0.278 -2.616 -1.28
P -2.326 0.803 -1.727 1.91
C -1.906 0.530 -3.493 0.88
C -2.536 -0.450 -4.260 -0.86
C -2.036 -0.795 -5.504 -1.22
C -0.895 -0.167 -5.982 -0.07
C -0.271 0.829 -5.241 -0.77
C -0.770 1.166 -3.997 -1.06
C -0.243 -0.639 -7.253 0.80
F -1.104 -1.186 -8.111 -0.28
F 0.673 -1.591 -6.961 -0.26
F 0.413 0.332 -7.896 -0.27
C -2.600 2.621 -1.615 0.50
C -2.701 3.492 -2.695 -0.15
C -2.809 4.854 -2.472 -1.07
C -2.820 5.346 -1.174 0.12
C -2.781 4.480 -0.088 -1.20
C -2.676 3.125 -0.319 0.09
C -2.784 6.832 -0.937 0.88
F -3.464 7.525 -1.852 -0.26
F -3.258 7.176 0.263 -0.27
F -1.508 7.277 -0.983 -0.26
H -6.271 -1.181 0.450 0.54
H -3.895 -0.498 0.298 0.42
H -4.630 1.206 -3.557 0.52
H -6.990 0.512 -3.417 0.44
H -3.412 -0.960 -3.884 0.52
H -2.519 -1.553 -6.102 0.46
H 0.604 1.319 -5.640 0.51
H -0.273 1.927 -3.410 0.43
H -2.685 3.118 -3.708 0.44
H -2.880 5.537 -3.305 0.49
H -2.822 4.864 0.919 0.51
H -2.630 2.441 0.521 -0.22
```